Below is 5 unconnected molecules or ions with the total composition C26H64BrN4O2, with properties calculated with the ωB97M-V functional and the def2-TZVPD basis.

Structure (XYZ):
```
97
Properties=species:S:1:pos:R:3:forces:R:3
H -0.180 -4.097 -6.367 0.52 -0.21 0.01
C 3.982 3.162 3.725 -0.63 2.36 0.09
C -1.738 1.241 -0.848 0.29 -0.67 -0.08
H 0.858 0.295 -1.875 0.56 -0.20 0.19
H -4.407 1.110 5.965 -0.30 -0.28 -0.19
H -2.667 -2.768 -4.209 0.05 -0.07 -0.12
H -2.583 2.522 4.188 0.09 -0.55 -0.64
H -1.968 -2.656 3.907 -0.70 0.30 0.30
H -1.511 -1.952 5.508 0.14 -0.20 -0.07
H -0.538 -1.467 -3.770 0.35 0.25 -1.00
H 3.829 -0.372 0.774 0.19 0.08 -0.37
H -1.445 0.344 6.011 0.36 -0.10 -0.21
H 1.670 1.140 -3.244 0.00 0.25 0.21
H 1.585 5.663 -4.188 -0.40 0.43 0.08
H -3.728 -1.243 5.505 0.24 0.40 0.16
C 4.002 2.761 2.256 -0.03 -2.05 0.04
C 0.574 3.605 -2.764 -1.37 -1.53 -0.57
C -0.383 -4.966 -5.742 -0.94 1.23 1.09
O -1.026 -2.794 -2.434 -0.46 -0.59 0.75
H -2.678 1.502 -0.363 0.17 0.44 -0.11
H -0.567 -5.820 -6.394 -0.20 -0.03 0.44
H 2.070 -2.532 3.955 -0.01 0.09 0.59
H 0.914 -3.829 4.311 -0.01 -0.01 -0.59
C 4.018 0.701 0.724 -0.73 0.81 2.63
C -2.800 -4.986 -5.845 -0.29 1.63 -0.38
H -1.935 -6.403 -3.815 -0.48 0.29 -0.31
H 3.355 3.286 1.554 -0.58 -0.05 0.49
O 3.571 4.571 3.817 0.86 -1.53 -0.20
H 0.035 2.417 -0.158 -0.02 -0.33 0.09
H -0.891 -5.122 -3.234 -0.41 -0.30 1.02
H 5.631 1.001 3.162 -0.05 -0.24 -0.33
H -1.631 2.440 -3.551 0.18 0.10 0.00
H 0.349 -0.844 3.764 0.15 0.31 0.70
H -1.196 3.341 -0.920 0.07 0.09 -0.52
C -3.929 0.979 4.994 -1.13 0.48 0.31
C 4.688 0.456 3.107 -1.34 0.39 0.16
C -1.451 -1.847 4.424 1.03 0.82 -0.58
H -1.166 0.213 2.452 -0.20 -0.06 -0.61
H -2.458 -1.032 2.150 -0.25 0.57 -0.49
C -0.704 2.370 -0.958 0.02 0.39 0.77
N 3.704 1.227 2.176 -0.33 -0.80 -0.93
C -1.699 -2.996 -4.656 0.65 -1.67 -1.40
C -1.039 1.630 -3.126 1.11 -0.13 -1.10
C -2.196 -0.092 2.637 0.77 -0.58 2.92
H -1.598 -2.586 -5.661 -0.15 0.46 0.16
C 2.176 0.852 2.462 2.58 0.38 0.96
H -2.895 0.820 -2.805 -0.38 -0.11 0.82
H 1.438 3.893 -2.165 -0.35 -0.14 0.37
H -0.260 4.297 -2.646 0.07 -0.03 0.25
H 4.273 0.388 4.113 -0.09 0.36 -0.01
H 3.234 1.184 0.140 0.72 -0.02 -0.54
C -1.874 -5.326 -3.659 2.22 1.43 -0.67
H 5.065 0.993 0.643 -0.24 -0.18 -1.00
C 0.850 5.068 -4.730 0.94 -1.19 -0.04
H 0.370 -5.164 -4.979 0.17 0.07 -0.43
C 1.122 -2.767 4.439 -2.46 0.03 0.32
H 0.986 -2.687 5.518 1.19 0.45 0.21
H -2.662 -4.825 -3.097 0.05 -0.49 -0.05
C 1.288 1.233 -2.228 -2.54 0.82 0.55
C -1.606 0.717 5.000 0.69 0.31 -0.68
H -0.440 -2.294 -1.861 0.41 -0.14 1.04
H 0.580 2.921 -4.962 -0.73 -0.13 0.55
H 4.780 -0.582 2.787 0.17 0.28 -0.41
H 3.291 2.628 4.377 0.07 -0.54 -0.31
C -3.640 -0.511 4.702 0.99 0.70 -1.61
C -0.019 -1.868 3.835 0.83 0.24 -0.75
H 0.407 -2.970 -3.892 0.00 -0.15 -0.45
H 2.064 3.314 -4.228 0.18 0.21 -0.21
H 2.661 4.554 3.513 -0.22 0.42 0.09
H -4.231 -0.861 3.856 -0.10 -0.15 0.19
H -2.874 -6.072 -5.900 0.25 0.20 0.22
C -1.935 0.709 -2.299 0.71 0.36 -0.32
N -2.149 -0.484 4.149 -0.98 0.49 0.88
C -0.587 -2.555 -3.728 -0.59 0.65 0.15
H -2.880 0.757 2.658 -0.08 -0.34 -0.83
H 1.488 1.378 1.800 0.40 -0.13 -0.15
H 2.040 1.140 3.504 -0.31 0.04 -0.10
N 0.016 2.206 -2.259 1.93 1.13 0.25
H -3.705 -4.547 -5.424 -0.17 -0.24 -0.22
H -2.606 -4.569 -6.833 -0.37 -0.11 -0.12
H 2.129 -0.235 2.386 -0.22 0.15 -0.37
H -4.539 1.469 4.235 -0.62 -0.65 0.13
Br 1.093 -1.803 0.149 -0.23 0.54 -0.19
H 4.988 3.058 4.133 -0.16 0.31 0.13
H -0.178 5.410 -4.610 0.18 0.15 -0.01
H -0.760 1.212 4.525 0.70 -1.04 0.22
H 1.153 5.106 -5.776 -0.23 0.12 0.01
H -2.654 2.529 5.821 0.46 -0.67 0.61
N -1.671 -4.520 -4.976 -0.48 -2.46 0.37
H -0.041 -2.078 2.766 -0.49 -0.39 -0.13
C 1.011 3.597 -4.223 0.65 0.89 -0.37
H -1.662 -0.344 -2.365 0.09 0.10 0.06
H 1.981 1.676 -1.513 -0.02 -0.21 -0.27
H -0.396 1.194 -3.891 -0.98 -0.40 -0.55
H -1.276 0.471 -0.231 -0.14 -0.36 -0.15
C -2.654 1.805 5.006 -0.42 -0.33 -0.03
H 4.990 2.908 1.819 0.16 -0.20 0.20
```
Positions in Å, forces in eV/Å.

Values from the calculation:
**Net charge**: +3
**E_tot**: -3971.5401 a.u.

Here are the Löwdin charges for atoms 1 to 6, given in e: atom 1 (H): 0.11, atom 2 (C): -0.20, atom 3 (C): -0.12, atom 4 (H): 0.03, atom 5 (H): 0.13, atom 6 (H): 0.14